12
Properties=species:S:1:pos:R:3 method="wB97M-V/def2-TZVPD" total_energy_ha=-1118.3465 relative_energy_kcal_mol=15.2 spin_multiplicity=1 e_lumo_ev=3.290 homo_lumo_gap_ev=8.0 homo_ev=-4.661 charge=-1
O -0.04346 -2.29458 0.69074
C 0.87088 -1.67084 0.06940
O 1.91896 -2.14951 -0.44430
C 0.89748 -0.13068 0.02930
C -0.43350 0.41939 0.38850
S -1.88381 -0.38632 -0.24711
N 1.47684 0.52052 -1.10097
S 2.28041 0.81405 0.37947
H -0.58823 1.39037 -0.02804
H -0.46286 0.62177 1.43810
H -1.60529 -1.57966 0.43787
H 2.08734 0.01292 -1.76270

140
Properties=species:S:1:pos:R:3 method="wB97M-V/def2-TZVPD" total_energy_ha=-2942.3069 relative_energy_kcal_mol=42.2 spin_multiplicity=1 e_lumo_ev=0.520 homo_lumo_gap_ev=8.6 homo_ev=-8.085
N 19.04954 16.67589 10.58470
C 19.93283 17.54048 11.11663
C 21.20376 16.98313 11.10679
C 20.97554 15.62816 10.69621
C 19.66479 15.50540 10.34555
H 18.04607 16.92746 10.49691
H 19.47998 18.52568 11.31857
H 22.11402 17.41417 11.46589
H 21.68528 14.89853 10.57082
H 19.09128 14.70604 9.89631
N 12.65572 12.15778 9.12802
C 11.38520 12.37589 9.63814
C 11.11409 13.69041 9.68061
C 12.18084 14.39628 9.07846
C 13.14776 13.41612 8.80462
H 13.03114 11.22510 9.00815
H 10.83080 11.49933 9.90717
H 10.16164 14.07977 10.09746
H 12.27457 15.42542 8.80447
H 14.05371 13.53376 8.23243
N 16.34603 9.89367 13.66814
C 15.03739 9.89876 13.95019
C 14.52868 8.62538 13.98344
C 15.67808 7.78586 13.81363
C 16.75728 8.59075 13.56904
H 16.96326 10.68486 13.60879
H 14.52633 10.81630 13.97130
H 13.55227 8.33724 14.26573
H 15.69181 6.72893 13.76000
H 17.75870 8.34554 13.35383
N 15.03027 16.64224 12.30317
C 14.74554 16.83064 10.98670
C 15.47893 17.84455 10.44941
C 16.32945 18.32587 11.56057
C 16.05263 17.54228 12.65888
H 14.89366 15.76433 12.76345
H 13.96546 16.18530 10.49904
H 15.30362 18.35147 9.51823
H 17.01140 19.16594 11.65401
H 16.41015 17.59638 13.66039
N 10.86924 10.17002 14.70959
C 11.31833 10.81679 13.56122
C 11.23759 9.98714 12.50856
C 10.79990 8.71010 13.02590
C 10.61484 8.86457 14.40372
H 10.84935 10.58291 15.60208
H 11.63009 11.86883 13.58297
H 11.55925 10.17543 11.51053
H 10.58329 7.80735 12.45891
H 10.33968 8.20733 15.17702
N 16.52562 11.61610 16.98749
C 16.53963 12.35087 18.12406
C 16.08667 11.52249 19.14932
C 15.67208 10.27288 18.51869
C 16.00543 10.41309 17.20246
H 16.86602 11.91470 16.10564
H 17.02938 13.29710 18.12631
H 15.89753 11.77219 20.17144
H 15.33781 9.37330 18.98552
H 15.76128 9.66878 16.48217
N 20.49438 15.73163 13.96232
C 21.03021 15.45390 15.20306
C 19.97345 15.21501 16.02676
C 18.75136 15.33298 15.33262
C 19.13614 15.73766 14.07214
H 20.99901 16.22115 13.23529
H 22.09725 15.54107 15.41692
H 20.01982 14.85001 17.02300
H 17.74628 15.38205 15.68460
H 18.52616 15.92071 13.16332
N 13.73523 8.61191 10.86332
C 14.95093 9.13124 10.50467
C 14.99669 9.20495 9.16150
C 13.69992 8.87011 8.70713
C 12.96709 8.42405 9.73772
H 13.37558 8.70260 11.79618
H 15.83997 9.23992 11.06934
H 15.82542 9.61276 8.64404
H 13.39614 8.88420 7.65299
H 11.93716 8.11384 9.85442
N 13.47460 17.56652 18.28875
C 12.89860 18.78764 18.12415
C 13.72796 19.57141 17.33772
C 14.79451 18.71756 16.90839
C 14.64933 17.53488 17.56664
H 13.14310 16.85858 18.93767
H 12.00966 18.93079 18.72446
H 13.50878 20.58840 17.01082
H 15.56263 18.91892 16.18518
H 15.34254 16.72891 17.62464
N 19.31176 12.51341 13.39620
C 19.29061 11.75362 12.26572
C 19.29886 10.44248 12.66756
C 19.46601 10.38902 14.06806
C 19.52877 11.69993 14.44416
H 19.47132 13.52666 13.28796
H 19.27899 12.06644 11.28087
H 19.23590 9.57661 12.01114
H 19.63534 9.47342 14.70563
H 19.75613 11.96393 15.43460
N 12.96130 12.06948 18.25286
C 11.82424 12.51829 17.66421
C 10.69596 12.17252 18.47302
C 11.24867 11.55028 19.63222
C 12.68562 11.46044 19.49714
H 13.86600 12.12072 17.83942
H 11.86254 12.96126 16.68972
H 9.61092 12.45951 18.24297
H 10.71770 11.22006 20.52445
H 13.46797 10.97661 20.06423
N 13.46464 13.88388 13.36305
C 14.21823 13.21513 12.40587
C 15.48737 13.04382 12.92960
C 15.52619 13.68053 14.16607
C 14.24383 14.30015 14.41054
H 12.54380 14.22695 13.20667
H 13.77347 12.94492 11.47582
H 16.28972 12.56417 12.43034
H 16.35383 13.67691 14.88123
H 13.77910 14.94658 15.14498
N 17.13409 14.62856 8.33032
C 17.09800 13.42892 8.89954
C 17.68484 12.48344 8.07785
C 18.18414 13.25785 6.93997
C 17.76111 14.58738 7.09903
H 16.74824 15.41567 8.72981
H 16.57965 13.18818 9.77540
H 17.86573 11.41189 8.37245
H 18.43390 12.79535 5.92818
H 17.77810 15.38754 6.44173
N 11.78531 16.96630 13.07187
C 11.74555 17.05118 14.43170
C 10.87515 16.15076 14.89045
C 10.40216 15.38754 13.78242
C 11.00660 15.91111 12.65252
H 12.38340 17.50434 12.46508
H 12.37462 17.76325 14.94209
H 10.53326 15.93340 15.94546
H 9.82876 14.49745 13.78138
H 10.77926 15.69798 11.65214

22
Properties=species:S:1:pos:R:3 method="wB97M-V/def2-TZVPD" total_energy_ha=-624.2156 relative_energy_kcal_mol=78.5 spin_multiplicity=1 e_lumo_ev=-5.348 homo_lumo_gap_ev=8.0 homo_ev=-13.321 charge=+1
O 0.05590 3.16871 -0.77003
N 0.07623 2.67250 0.25294
O -0.81668 1.42458 0.23093
C -0.21847 0.40569 0.94653
N 1.07659 -0.01941 0.32725
C 1.07181 -0.62538 -0.85379
C 2.26929 -1.04279 -1.42297
C 3.41584 -0.80496 -0.71288
C 3.30891 -0.13335 0.51615
N 2.16098 0.25309 1.02641
H -0.87571 -0.46575 0.89418
H -0.01466 0.64201 1.99145
H 0.11076 -0.77267 -1.33107
H 2.27099 -1.54069 -2.38230
H 4.38960 -1.11493 -1.06816
H 4.18536 0.10037 1.10671
C -4.05140 -0.35538 0.41130
O -3.00812 -0.91253 -0.39240
H -4.74051 -1.16412 0.63606
H -3.66546 0.05024 1.35040
H -4.58712 0.42927 -0.12449
H -2.41412 -0.19450 -0.63221

45
Properties=species:S:1:pos:R:3 method="wB97M-V/def2-TZVPD" total_energy_ha=-1007.6165 spin_multiplicity=1 e_lumo_ev=-0.200 homo_lumo_gap_ev=8.6 homo_ev=-8.797
C -4.22214 -2.56773 -2.25676
B -4.56215 -2.48971 -0.64421
C -5.24712 -3.73651 0.14669
C -5.34713 -5.06056 -0.73630
O -4.82641 -6.11594 -0.30661
F -6.04363 -5.13751 -1.98781
C -4.12367 -1.10543 0.08107
C -5.14312 0.01907 0.53710
C -4.50703 1.27929 1.15761
N -3.15277 1.62014 1.40017
C -2.19376 0.63414 1.04163
C -2.64373 -0.69034 0.39564
H -3.62148 -3.53819 -2.42317
H -5.16031 -2.54390 -2.90694
H -3.52499 -1.69761 -2.55647
H -4.56918 -3.96531 1.04740
H -6.26096 -3.41544 0.57480
H -6.26621 -0.09681 0.37918
H -5.26907 2.09950 1.44724
H -1.08587 0.83767 1.19280
H -1.81901 -1.44492 0.11896
C 5.55379 0.31675 2.02046
O 4.89351 1.57308 2.00540
C 5.48660 2.50238 1.09546
C 4.50843 2.82668 -0.03353
N 4.32688 1.67299 -0.91614
C 3.22801 1.83536 -1.87030
C 1.80523 1.91011 -1.29489
O 1.36627 0.69834 -0.68850
C 1.71004 0.56617 0.68227
H 5.09527 -0.29792 2.79707
H 5.44098 -0.19514 1.06046
H 6.61407 0.43926 2.25782
H 6.44488 2.14220 0.70327
H 5.68377 3.41807 1.66203
H 4.89464 3.66961 -0.61524
H 3.55885 3.12661 0.42264
H 4.14087 0.85165 -0.35011
H 3.27161 0.97417 -2.54500
H 3.41532 2.72336 -2.48368
H 1.12659 2.08110 -2.13693
H 1.66634 2.76192 -0.62059
H 1.74631 1.52880 1.19982
H 2.66267 0.04397 0.78308
H 0.94880 -0.05343 1.16311

20
Properties=species:S:1:pos:R:3 method="wB97M-V/def2-TZVPD" total_energy_ha=-290.9485 relative_energy_kcal_mol=132.0 spin_multiplicity=1 e_lumo_ev=-1.031 homo_lumo_gap_ev=5.1 homo_ev=-6.128
C -1.27867 0.17360 -2.26627
C -1.25232 0.24491 -0.84276
C 0.39629 0.36951 -0.18424
C 1.25569 -1.12345 1.54918
C 0.49984 0.12040 1.22675
C 0.66852 1.45569 1.93712
N -1.47389 -1.26414 -2.70191
H -1.99515 0.80977 -2.78410
H 0.74243 -2.04933 1.27322
H -1.67435 -0.59540 -0.31880
H -1.63236 1.05013 -0.20474
H 0.84641 -0.51965 -0.69573
H 0.72678 1.28297 -0.66420
H 2.26662 -1.14486 1.09348
H 1.40691 -1.26562 2.63419
H -0.19456 2.12806 1.89690
H 0.95523 1.32853 2.98995
H 1.51036 1.98551 1.44510
H -0.78197 -1.26983 -3.45638
H -0.99181 -1.71679 -1.92676